1.
DFT (ωB97M-V/def2-TZVPD) results for a single C2H2N2O molecule.

Structure (XYZ):
```
7
Properties=species:S:1:pos:R:3:lowdin_charge:R:1
O 0.713 2.193 0.163 0.0529
C -0.241 1.454 0.115 -0.2798
C -0.096 0.066 0.468 0.0425
N 0.410 -0.943 0.108 -0.1001
N 0.699 -2.098 -0.223 0.0871
H -1.269 1.785 -0.121 0.1189
H -0.216 -2.457 -0.510 0.0785
```

Values from the calculation:
- DFT total energy: -262.0382 a.u.
- Energy relative to the best compared isomer or geometry (same formula, charge and spin): 330.1 kJ/mol
- Gap between HOMO and LUMO: 9.4 eV
- HOMO energy: -0.3489 Eh

---

2.
DFT (ωB97M-V/def2-TZVPD) results for 5 unconnected molecules or ions with the total composition C12H33FN6O9P2S.

Structure (XYZ):
```
64
Properties=species:S:1:pos:R:3:lowdin_charge:R:1
N 4.134 -1.976 1.219 -0.1751
P 3.720 -2.682 -0.277 0.7879
O 4.474 -1.679 -1.325 -0.3070
N 2.077 -2.048 -0.606 -0.5283
P 1.751 -0.329 -1.085 0.8127
O 0.367 0.067 -0.346 -0.2792
O 2.820 0.286 -0.027 -0.3121
S 0.891 -3.131 -0.465 0.4533
O 0.869 -4.052 -1.544 -0.2561
O -0.313 -2.517 -0.024 -0.2825
F 1.430 -3.933 0.778 -0.1876
H 4.507 -1.040 1.100 0.0250
H 3.331 -1.901 1.831 0.0311
H 5.432 -1.730 -1.231 0.0616
H 0.409 -0.041 0.613 0.0629
H 2.750 1.262 -0.048 0.0121
C -3.297 -2.802 -0.976 -0.0538
N -4.139 -3.288 -2.054 -0.1935
C -5.536 -2.900 -2.106 -0.0447
C -3.665 -4.095 -3.019 -0.3400
O -4.336 -4.528 -3.941 -0.0084
H -3.691 -3.128 -0.011 0.0937
H -3.255 -1.711 -0.988 0.0946
H -2.292 -3.189 -1.092 0.0520
H -6.180 -3.779 -2.067 0.0908
H -5.752 -2.370 -3.035 0.0913
H -5.755 -2.252 -1.261 0.0835
H -2.595 -4.333 -2.900 0.1397
C -3.261 -5.928 -7.922 -0.0601
N -2.314 -4.844 -7.769 -0.1977
C -2.467 -3.934 -6.644 -0.0387
C -1.299 -4.651 -8.631 -0.3661
O -0.480 -3.757 -8.549 0.0068
H -4.275 -5.541 -8.037 0.0893
H -3.240 -6.584 -7.049 0.0908
H -3.007 -6.511 -8.805 0.0783
H -2.601 -2.912 -7.001 0.0933
H -1.574 -3.957 -6.018 0.0944
H -3.327 -4.233 -6.052 0.0575
H -1.277 -5.399 -9.443 0.1285
C 1.283 5.453 2.245 -0.0472
N 2.159 4.314 2.051 -0.1751
C 2.719 3.653 3.221 -0.0231
C 2.473 3.859 0.836 -0.3190
O 3.217 2.908 0.626 -0.0180
H 1.803 6.244 2.786 0.0874
H 0.403 5.158 2.820 0.0885
H 0.956 5.833 1.279 0.0843
H 3.807 3.696 3.191 0.1007
H 2.420 2.604 3.238 0.0935
H 2.366 4.161 4.113 0.0544
H 2.005 4.428 0.018 0.1407
C -0.015 5.786 8.039 -0.0551
N 1.274 5.824 7.379 -0.1948
C 2.487 5.751 8.178 -0.0349
C 1.393 5.928 6.046 -0.3498
O 2.457 5.963 5.451 -0.0052
H -0.116 6.623 8.733 0.0911
H -0.135 4.855 8.596 0.0909
H -0.808 5.852 7.297 0.0828
H 3.097 6.641 8.025 0.0942
H 3.081 4.883 7.889 0.0938
H 2.216 5.672 9.227 0.0867
H 0.422 5.980 5.525 0.1329
```

Values from the calculation:
- DFT total energy: -2663.6014 a.u.
- Energy relative to the best compared isomer or geometry (same formula, charge and spin): 0.0 kJ/mol
- SMILES string: NP(O)N(P(O)O)S(=O)(=O)F.CN(C)C=O.CN(C)C=O.CN(C)C=O.CN(C)C=O
- Gap between HOMO and LUMO: 8.9 eV
- HOMO energy: -0.3189 Eh

---

3.
DFT (ωB97M-V/def2-TZVPD) results for a molecular structure, C4H6FGaO4 in a non-equilibrium geometry.

Structure (XYZ):
```
16
Properties=species:S:1:pos:R:3:lowdin_charge:R:1
C -4.227 0.146 -0.107 -0.1496
O -3.437 0.201 1.017 -0.0479
H -4.343 1.130 -0.622 0.0978
H -3.825 -0.557 -0.878 0.1358
H -5.267 -0.202 0.103 0.1231
C -5.124 1.997 5.028 -0.5595
O -4.081 1.199 4.835 0.0135
C -4.050 0.811 3.255 -0.0950
C -4.946 1.945 2.773 0.0637
O -5.730 2.343 3.953 0.2255
O -5.511 2.133 6.193 0.1831
F -4.673 -0.393 3.260 0.1556
H -2.968 0.865 3.146 0.1832
H -4.369 2.811 2.447 0.1787
H -5.666 1.625 2.017 0.1706
Ga -4.007 1.190 6.763 1.3214
```

Values from the calculation:
- DFT total energy: -2480.7472 a.u.
- Total charge: +2
- Energy relative to the best compared isomer or geometry (same formula, charge and spin): 280.3 kJ/mol
- Gap between HOMO and LUMO (alpha / beta): 7.2 / 4.1 eV
- HOMO energy (alpha / beta): -0.6289 / -0.6491 Eh

---

4.
DFT (ωB97M-V/def2-TZVPD) results for a molecular structure, C13H20AsIN4O3STi in a non-equilibrium geometry.

Structure (XYZ):
```
44
Properties=species:S:1:pos:R:3:lowdin_charge:R:1
Ti -0.337 0.993 0.200 0.6944
N -2.515 0.512 3.531 0.0961
C -2.201 0.515 2.217 -0.8305
S -2.038 2.078 1.420 0.6611
N -2.072 -0.647 1.614 0.0061
N -1.644 -0.487 0.291 -0.1999
C -2.145 -1.225 -0.615 -0.0486
C -1.819 -1.029 -2.029 -0.1541
C -2.311 -1.934 -2.976 -0.0351
C -2.086 -1.748 -4.322 -0.0733
C -1.373 -0.622 -4.743 -0.0559
C -0.889 0.289 -3.825 -0.0025
C -1.097 0.089 -2.469 -0.3038
O -0.600 0.970 -1.576 -0.1956
H -2.788 1.377 3.952 0.0852
H -2.840 -0.344 3.945 0.1056
H -2.885 -1.968 -0.327 0.1427
H -2.883 -2.794 -2.628 0.1204
H -2.470 -2.456 -5.046 0.1091
H -1.199 -0.456 -5.802 0.1140
H -0.348 1.171 -4.139 0.1231
C 3.037 -1.704 1.771 -0.1868
As 1.324 -1.437 1.017 1.0573
C 1.608 -1.487 -0.867 -0.1577
C 0.256 -2.849 1.675 -0.1763
O 0.836 0.125 1.508 -0.5369
H 3.431 -2.665 1.463 0.0540
H 2.953 -1.662 2.844 0.0513
H 3.687 -0.913 1.424 0.0504
H 2.418 -2.179 -1.061 0.0561
H 1.897 -0.497 -1.181 0.0525
H 0.720 -1.794 -1.400 0.0402
H 0.824 -3.765 1.535 0.0569
H -0.697 -2.892 1.174 0.0248
H 0.106 -2.651 2.725 0.0564
N 1.677 4.601 0.086 0.2238
C 1.551 3.447 0.692 -0.6048
O 0.880 2.562 0.165 -0.1080
C 2.222 3.299 2.028 -0.5579
I 0.946 3.763 3.648 0.8832
H 1.165 4.761 -0.768 0.1442
H 2.128 5.382 0.535 0.1323
H 3.048 3.992 2.136 0.0482
H 2.526 2.279 2.178 0.0381
```

Values from the calculation:
- DFT total energy: -4733.1783 a.u.
- Total charge: +1
- Spin multiplicity: 2
- Energy relative to the best compared isomer or geometry (same formula, charge and spin): 27.1 kJ/mol
- Gap between HOMO and LUMO (alpha / beta): 7.4 / 8.2 eV
- HOMO energy (alpha / beta): -0.3648 / -0.4031 Eh

---

5.
DFT (ωB97M-V/def2-TZVPD) results for a molecular structure, C37H26N7O4S2Zr.

Structure (XYZ):
```
77
Properties=species:S:1:pos:R:3:lowdin_charge:R:1
Zr -0.149 -0.158 0.499 1.6175
O -3.198 2.598 -0.113 0.0775
C -2.620 1.534 0.016 -0.4603
N -1.721 1.183 0.982 -0.0735
C -1.653 1.838 2.241 -0.2164
C -2.508 2.851 2.655 -0.0111
C -2.387 3.368 3.939 -0.0779
C -1.424 2.879 4.800 -0.0750
C -0.554 1.873 4.396 -0.0053
C -0.651 1.352 3.109 -0.2266
N 0.242 0.419 2.525 -0.0833
C 1.364 -0.013 3.163 -0.4592
O 1.644 0.091 4.343 0.0800
C 2.402 -0.620 2.236 -0.1845
C 3.590 -1.115 2.750 0.0314
C 4.575 -1.506 1.862 -0.0154
C 4.349 -1.374 0.498 -0.0283
C 3.127 -0.899 0.070 -0.1197
N 2.159 -0.549 0.927 -0.0042
C -2.923 0.412 -0.959 -0.2011
C -4.208 0.335 -1.472 0.0301
C -4.505 -0.749 -2.278 -0.0161
C -3.517 -1.695 -2.526 -0.0269
C -2.272 -1.537 -1.951 -0.1502
N -1.973 -0.490 -1.173 -0.0215
H -3.258 3.230 1.981 0.1008
H -3.061 4.151 4.260 0.1062
H -1.338 3.275 5.803 0.1072
H 0.192 1.492 5.071 0.0998
H 3.712 -1.146 3.823 0.1301
H 5.514 -1.908 2.219 0.1273
H 5.096 -1.663 -0.226 0.1230
H 2.908 -0.798 -0.985 0.0764
H -4.924 1.105 -1.229 0.1291
H -5.494 -0.870 -2.700 0.1203
H -3.714 -2.562 -3.140 0.1177
H -1.494 -2.274 -2.104 0.0929
N 0.279 2.005 -3.307 0.1570
C -0.349 1.152 -4.251 -0.2363
C -1.177 1.672 -5.231 -0.0023
C -1.793 0.811 -6.127 -0.0551
C -1.611 -0.560 -6.022 -0.0623
C -0.809 -1.078 -5.017 -0.0901
C -0.159 -0.216 -4.146 -0.4617
S 0.954 -0.784 -2.905 1.0159
N 0.662 0.379 -1.677 -0.3629
C 0.493 1.617 -2.030 -0.3398
C 0.483 2.643 -0.948 -0.2184
C 0.007 3.926 -1.116 0.0156
C 0.129 4.810 -0.044 -0.0086
C 0.712 4.369 1.126 0.0023
C 1.095 3.032 1.223 -0.0841
N 0.977 2.184 0.211 0.0571
H 0.200 2.995 -3.475 0.1396
H -1.336 2.742 -5.302 0.1220
H -2.423 1.216 -6.907 0.1153
H -2.095 -1.227 -6.722 0.1146
H -0.667 -2.147 -4.921 0.1167
H -0.480 4.248 -2.025 0.1203
H -0.238 5.823 -0.131 0.1247
H 0.836 5.021 1.979 0.1248
H 1.485 2.634 2.150 0.1241
O 3.909 -5.829 2.189 0.1369
C 3.602 -4.881 1.287 -0.4827
O 4.411 -4.532 0.471 0.1191
C 2.241 -4.269 1.369 -0.1332
C 1.509 -4.190 2.562 -0.0068
C 0.305 -3.523 2.614 -0.0798
C -0.227 -2.926 1.459 -0.6980
S -1.676 -1.947 1.502 0.6605
C 0.501 -3.038 0.270 -0.1757
C 1.728 -3.687 0.222 -0.0153
H 3.127 -6.106 2.683 0.1078
H 1.907 -4.607 3.480 0.1255
H -0.231 -3.428 3.549 0.1174
H 0.096 -2.627 -0.655 0.0528
H 2.296 -3.736 -0.698 0.1318
```

Values from the calculation:
- DFT total energy: -2953.3145 a.u.
- Total charge: +1
- Energy relative to the best compared isomer or geometry (same formula, charge and spin): 54.4 kJ/mol
- Gap between HOMO and LUMO: 6.4 eV
- HOMO energy: -0.3692 Eh

---

6.
DFT (ωB97M-V/def2-TZVPD) results for a molecular structure, C25H27Cl3KNO6P in a non-equilibrium geometry.

Structure (XYZ):
```
64
Properties=species:S:1:pos:R:3:lowdin_charge:R:1
K -0.076 -0.465 0.342 0.7831
Cl -2.669 5.599 3.542 0.6070
C -2.292 4.302 2.428 -0.6996
C -2.242 2.996 2.879 -0.1478
C -1.932 1.991 1.986 -0.5501
Cl -1.810 0.352 2.580 0.7260
C -1.670 2.194 0.596 -0.5241
O -1.393 1.238 -0.194 -0.3232
C -1.720 3.569 0.225 -0.5733
Cl -1.301 4.013 -1.406 0.6659
C -2.025 4.592 1.101 -0.1774
H -2.417 2.762 3.920 0.1030
H -2.041 5.614 0.747 0.0981
O 0.404 -2.383 -3.600 -0.0903
C -0.055 -3.627 -3.070 -0.2656
C 1.137 -4.461 -2.633 -0.1729
C 1.896 -3.874 -1.436 -0.1328
C 1.219 -4.117 -0.116 -0.2852
C 1.714 -5.071 0.767 -0.0211
C 1.098 -5.252 1.993 -0.0623
C -0.007 -4.480 2.303 -0.0585
C -0.446 -3.573 1.355 -0.1451
N 0.138 -3.390 0.173 0.0847
H -0.029 -1.657 -3.144 0.0237
H -0.601 -4.155 -3.859 0.1124
H -0.735 -3.466 -2.232 0.1035
H 1.817 -4.535 -3.485 0.1108
H 0.796 -5.473 -2.393 0.1156
H 2.016 -2.799 -1.580 0.1192
H 2.895 -4.311 -1.396 0.1096
H 2.593 -5.645 0.500 0.1071
H 1.488 -5.968 2.705 0.1034
H -0.494 -4.541 3.264 0.1063
H -1.309 -2.949 1.564 0.1060
O 1.276 -1.446 3.433 -0.0204
C 1.610 -0.668 2.526 -0.7172
O 1.823 -0.957 1.315 -0.2398
C 1.706 0.818 2.877 -0.1436
C 1.879 1.207 4.197 -0.0242
C 1.916 2.556 4.567 0.0098
C 1.749 3.478 3.564 -0.2187
O 1.707 4.850 3.661 0.0214
C 1.353 5.313 2.357 -0.1391
O 1.435 4.215 1.458 0.0275
C 1.585 3.100 2.247 -0.2010
C 1.568 1.784 1.869 0.0442
H 1.950 0.429 4.945 0.1106
H 2.043 2.866 5.595 0.1109
H 2.060 6.085 2.049 0.1321
H 0.328 5.698 2.372 0.1152
H 1.437 1.500 0.833 0.1078
C -1.979 1.375 -5.394 -0.3367
P -2.109 0.951 -3.596 0.8167
C -2.293 -0.879 -3.791 -0.3233
C -0.295 0.999 -3.243 -0.3177
H -1.255 0.743 -5.917 0.0314
H -1.676 2.418 -5.494 0.0260
H -2.956 1.263 -5.868 0.0226
H -1.517 -1.317 -4.424 0.0292
H -3.270 -1.093 -4.228 0.0316
H -2.269 -1.355 -2.807 0.0320
H 0.237 0.448 -4.027 0.0366
H -0.050 0.562 -2.275 0.0007
H 0.062 2.028 -3.229 0.0191
```

Values from the calculation:
- DFT total energy: -3797.0354 a.u.
- Total charge: -1
- Energy relative to the best compared isomer or geometry (same formula, charge and spin): 199.5 kJ/mol
- Gap between HOMO and LUMO: 7.0 eV
- HOMO energy: -0.1708 Eh

---

7.
DFT (ωB97M-V/def2-TZVPD) results for a single C17H18BrN3O4 molecule in a non-equilibrium geometry.

Structure (XYZ):
```
43
Properties=species:S:1:pos:R:3:lowdin_charge:R:1
C 2.400 1.083 2.342 -0.0997
O 2.475 -0.305 2.133 -0.2125
C 3.779 -0.797 1.890 -0.2010
C 4.282 -0.580 0.459 -0.1874
N 3.698 -1.534 -0.475 0.0082
C 2.247 -1.584 -0.480 -0.2403
C 1.605 -0.210 -0.694 -0.4102
O 2.127 0.675 -1.332 0.0902
N 0.372 -0.115 -0.097 0.1372
C -0.479 0.962 -0.032 -0.2457
C -0.205 2.184 -0.658 0.0191
C -1.077 3.245 -0.559 0.0216
C -2.253 3.107 0.171 -0.1565
N -3.167 4.211 0.281 -0.3673
O -2.866 5.245 -0.276 0.0824
O -4.180 4.040 0.926 0.0806
C -2.559 1.906 0.800 -0.0433
C -1.680 0.853 0.695 -0.5630
Br -2.120 -0.787 1.566 0.8047
C 1.735 -2.480 -1.585 -0.1745
C 1.968 -2.154 -2.916 -0.0292
C 1.493 -2.968 -3.928 -0.0722
C 0.777 -4.113 -3.622 -0.0872
C 0.534 -4.438 -2.298 -0.0789
C 1.008 -3.624 -1.284 -0.0304
H 2.629 1.653 1.434 0.0859
H 1.375 1.295 2.645 0.0910
H 3.083 1.399 3.139 0.0917
H 3.735 -1.869 2.096 0.1290
H 4.484 -0.331 2.591 0.1214
H 4.101 0.465 0.167 0.1093
H 5.361 -0.752 0.444 0.1227
H 4.036 -1.328 -1.409 0.1135
H 1.928 -1.981 0.488 0.1368
H 0.075 -0.929 0.431 0.0709
H 0.708 2.278 -1.222 0.1064
H -0.863 4.186 -1.040 0.1233
H -3.479 1.817 1.360 0.1156
H 2.511 -1.253 -3.161 0.1151
H 1.680 -2.706 -4.959 0.1045
H 0.407 -4.748 -4.412 0.1020
H -0.026 -5.328 -2.053 0.1032
H 0.820 -3.885 -0.253 0.1132
```

Values from the calculation:
- DFT total energy: -3697.7693 a.u.
- Energy relative to the best compared isomer or geometry (same formula, charge and spin): 405.3 kJ/mol
- SMILES string: COCCN[C@@H](C(=O)Nc1ccc([N+](=O)[O-])cc1Br)c1ccccc1
- Gap between HOMO and LUMO: 8.6 eV
- HOMO energy: -0.3369 Eh

---

8.
DFT (ωB97M-V/def2-TZVPD) results for a molecular structure, C3H2O2Yb in a non-equilibrium geometry.

Structure (XYZ):
```
8
Properties=species:S:1:pos:R:3:lowdin_charge:R:1
O 0.361 -1.175 0.177 -0.0932
C -0.666 -2.023 -0.164 -0.0796
C -1.791 -1.303 -0.155 -0.0659
O -1.453 -0.016 0.218 -0.0545
C -0.162 0.075 0.476 -0.2069
Yb 1.566 2.248 -0.551 0.2282
H -0.485 -3.092 -0.122 0.1373
H -2.842 -1.564 -0.178 0.1345
```

Values from the calculation:
- DFT total energy: -1424.4920 a.u.
- Energy relative to the best compared isomer or geometry (same formula, charge and spin): 0.0 kJ/mol
- Gap between HOMO and LUMO: 5.3 eV
- HOMO energy: -0.1828 Eh

---

Which value of energy relative to the best compared isomer or geometry (same formula, charge and spin) does entry 7 give?
405.3 kJ/mol

---

What is the energy relative to the best compared isomer or geometry (same formula, charge and spin) in the seventh record?
405.3 kJ/mol